# 1
Molecular formula: C33H69NO16S
Method: DFT, wB97M-V/def2-TZVPD

The geometry in ORCA input format:
```
! wB97M-V def2-TZVPD RIJCOSX def2/J DEFGRID3
* xyz 0 1
C -2.89620 -0.85487 -2.56556
S -2.19426 0.74921 -3.07619
O -2.97479 1.64919 -2.06299
C -0.55388 0.37695 -2.27396
H -2.42326 -1.61040 -3.19294
H -3.95192 -0.67465 -2.76823
H -2.83696 -1.31743 -1.58035
H 0.16593 -0.18798 -2.86625
H -0.67999 -0.17280 -1.34124
H -0.10374 1.36138 -2.14600
C -1.40131 10.98775 -6.49051
O -0.97097 12.10218 -6.58267
N -0.58241 9.92857 -6.40519
C -1.08830 8.59724 -6.06604
C 0.85192 10.11751 -6.20694
H -2.44548 10.65798 -6.37582
H -1.08928 8.38494 -4.99691
H -0.34853 7.91552 -6.48567
H -2.15408 8.55999 -6.29147
H 1.22173 11.07159 -6.58255
H 1.04673 10.24456 -5.14205
H 1.45984 9.36158 -6.70405
O 1.71278 2.95634 4.31266
C 1.50505 2.26193 5.26931
O 1.89175 2.58001 6.55088
C 2.48908 3.71732 6.98157
C 3.42511 3.39420 8.16884
C 0.77033 1.02581 5.16218
H 1.86464 4.52389 7.36579
H 3.11292 4.12932 6.18836
H 4.46161 3.38968 7.83158
H 3.37572 2.47746 8.75642
H 3.36152 4.24679 8.84497
H 0.65172 0.54201 6.13170
H 1.47538 0.46010 4.55309
H -0.19237 1.15179 4.66677
O -11.69335 6.02536 -2.91117
C -12.09472 4.93434 -3.32001
O -11.37801 4.08170 -3.91661
C -10.06554 4.39096 -4.19870
C -9.96005 5.10504 -5.50085
C -13.60255 4.51455 -3.17735
H -9.59494 3.40845 -4.23501
H -9.61217 4.94520 -3.37688
H -9.91097 6.18245 -5.34312
H -10.71750 4.83109 -6.23524
H -8.96805 4.83714 -5.86452
H -14.17229 5.36765 -3.54575
H -13.79378 4.35244 -2.11657
H -13.71141 3.56174 -3.69542
O 2.04461 -6.47213 5.06991
C 3.10051 -6.88381 4.62570
O 4.16779 -7.44321 5.30532
C 4.10367 -7.62503 6.67051
C 3.29385 -8.85029 7.08839
C 3.26905 -6.84666 3.13515
H 3.83803 -6.67028 7.12435
H 5.13957 -7.67374 7.00612
H 3.25563 -8.86567 8.17760
H 3.74379 -9.73594 6.63974
H 2.21330 -8.84416 6.94523
H 4.24576 -6.36783 3.06555
H 2.53903 -6.24926 2.58899
H 3.32965 -7.77534 2.56772
O -9.45398 0.19565 6.57738
C -8.30981 -0.20239 6.35510
O -7.48661 0.19744 5.33407
C -7.66814 1.32907 4.46365
C -6.91437 2.59056 4.90786
C -7.74843 -1.33018 7.18277
H -8.67182 1.46100 4.05951
H -7.20723 0.96232 3.54651
H -7.24201 3.11728 5.80413
H -6.68070 3.23589 4.06107
H -5.85452 2.36750 5.03054
H -7.65821 -2.24685 6.59995
H -8.41092 -1.55915 8.01750
H -6.78016 -1.19972 7.66604
O -3.46714 -8.16285 0.71118
C -3.69825 -9.17089 1.30553
O -3.50095 -10.42682 0.77049
C -3.13698 -10.59125 -0.55664
C -2.75898 -12.05139 -0.92875
C -4.31679 -9.42091 2.69967
H -2.37115 -9.89512 -0.89867
H -4.06514 -10.35015 -1.07481
H -1.88223 -12.48210 -0.44513
H -2.59736 -12.04129 -2.00665
H -3.48111 -12.85754 -0.79927
H -5.23957 -10.00094 2.71184
H -4.49528 -8.45782 3.17790
H -3.52630 -9.93647 3.24503
O 10.17186 -4.67949 -3.97469
C 10.04447 -3.46206 -4.12400
O 8.99302 -2.73068 -4.67204
C 7.91114 -3.31935 -5.30473
C 6.77600 -3.54668 -4.27593
C 10.95170 -2.51368 -3.40599
H 8.15660 -4.32310 -5.65164
H 7.52035 -2.70457 -6.11555
H 6.63884 -2.73207 -3.56482
H 6.85943 -4.44968 -3.67118
H 5.80632 -3.61271 -4.76936
H 11.45889 -2.92451 -2.53302
H 10.49816 -1.68047 -2.86919
H 11.67126 -2.13170 -4.13015
O 7.54853 4.65685 -3.04496
C 8.52908 4.64920 -2.33021
O 9.84590 4.80857 -2.65531
C 10.19348 4.71623 -4.04260
C 11.60953 5.19207 -4.15418
C 8.29947 4.62294 -0.78354
H 9.64290 5.44348 -4.63931
H 10.00989 3.67411 -4.30412
H 11.92247 5.33057 -5.18907
H 12.10237 4.41059 -3.57584
H 11.78892 6.15832 -3.68272
H 8.88967 3.92889 -0.18516
H 7.28369 4.23329 -0.71681
H 8.53472 5.57367 -0.30511
*
```

Results
LUMO: 0.442 eV
HOMO-LUMO gap: 9.620 eV
electronic energy: -80420.745 eV


# 2
Molecular formula: C33H70BBr3FN4O9P3
Method: DFT, wB97M-V/def2-TZVPD

The geometry in ORCA input format:
```
! wB97M-V def2-TZVPD RIJCOSX def2/J DEFGRID3
* xyz 0 1
C 1.38256 -5.77014 -2.08635
C 2.26748 -4.84706 -1.71974
N 2.21598 -3.33936 -1.86795
P 0.64655 -3.19755 -2.83622
N 0.68244 -3.89305 -4.22058
C 3.38621 -2.75685 -2.66653
C 3.04485 -1.46659 -3.48396
O 3.38477 -0.35058 -3.02764
O 2.39396 -1.56819 -4.54813
C 4.18039 -3.71075 -3.63571
Br 5.24314 -2.76094 -5.01359
C 3.47103 -4.81626 -4.46617
C 3.05713 -4.50806 -5.91871
Br 4.83477 -6.28316 -4.66136
C 4.35793 -2.46032 -1.45955
C 5.83131 -2.02827 -1.68450
C 6.31652 -0.94643 -2.65119
F 7.45118 -1.45765 -3.32685
C 3.56840 -1.93577 -0.15739
C 4.49516 -2.12482 1.07933
C 3.87736 -1.85368 2.49579
C 5.46034 -3.34979 1.22456
C 4.97322 -4.80373 1.08884
C 4.55018 -5.51246 2.41347
P 3.20046 -0.04680 -0.30172
C 2.77405 0.75838 1.32482
C 4.77702 0.87391 -0.70049
C 4.76926 2.32474 -0.14990
C 2.21217 -2.73953 -0.44340
B 0.99090 -1.72530 -0.07334
O 0.60287 -1.59960 1.24151
O 0.30925 -0.85340 -0.92364
C -1.10927 -1.02042 -0.97012
P 1.75087 -4.21089 0.74289
O 1.93435 -3.75438 2.29118
Br -0.54148 -4.47927 0.68699
H 0.30274 -5.72833 -1.99673
H 1.77471 -6.66477 -2.56926
H 3.26187 -5.22378 -1.48343
H -0.42407 -3.69317 -2.08275
H 0.38036 -1.83952 -3.08290
H 0.52612 -3.22420 -4.96482
H 4.96386 -4.20029 -3.05778
H 2.63520 -5.33670 -4.02914
H 3.82677 -4.76904 -6.64341
H 2.22999 -5.19319 -6.15544
H 2.65521 -3.50469 -6.05695
H 4.50862 -3.50521 -1.12679
H 6.26682 -1.74821 -0.72213
H 6.38357 -2.94035 -1.94120
H 5.64619 -0.56575 -3.41585
H 6.72944 -0.08197 -2.12517
H 5.20901 -1.29428 1.00693
H 4.02124 -2.68715 3.18020
H 4.35389 -0.98611 2.96459
H 2.81258 -1.63102 2.46446
H 6.37491 -3.25155 0.62915
H 5.85365 -3.27062 2.24780
H 4.25466 -5.02415 0.29589
H 5.85746 -5.38881 0.79587
H 3.81400 -6.27302 2.12377
H 5.39700 -6.02711 2.87211
H 4.09567 -4.83619 3.13621
H 2.34558 1.73135 1.07334
H 3.64920 0.92667 1.96680
H 2.04103 0.24431 1.94555
H 5.67971 0.32243 -0.42728
H 4.72003 0.99104 -1.78533
H 5.48454 2.90811 -0.73322
H 4.95203 2.38037 0.92206
H 3.77548 2.72295 -0.38442
H 0.28056 -0.70148 1.39752
H -1.43456 -0.58633 -1.92174
H -1.64383 -0.55317 -0.14031
H -1.41779 -2.07331 -1.01613
H 1.38163 -4.33387 2.83464
C -1.01785 2.27604 0.20953
O -0.57474 2.05627 1.54160
C 0.12107 3.16411 2.10879
C -0.69000 3.79234 3.22395
N -1.86151 4.48254 2.69770
C -2.82072 4.89679 3.71916
C -3.51905 3.80313 4.52438
O -4.40462 2.99986 3.76337
C -3.79988 1.90732 3.09646
H -1.40406 1.33263 -0.16194
H -1.82578 3.01448 0.17638
H -0.19506 2.59680 -0.43436
H 0.39480 3.90237 1.35007
H 1.04699 2.76989 2.53722
H -0.06461 4.50869 3.76444
H -0.97140 2.99053 3.91962
H -2.33607 3.87192 2.04575
H -3.59367 5.47387 3.20432
H -2.32368 5.58544 4.40951
H -4.14472 4.30320 5.26946
H -2.81879 3.17948 5.09201
H -2.94389 1.50937 3.64731
H -3.49544 2.18771 2.08333
H -4.54888 1.12014 3.00152
C -6.30649 2.54261 -0.00620
O -6.92461 3.01901 1.17209
C -6.44555 4.29334 1.59630
C -7.51938 5.35155 1.43810
N -7.77257 5.64651 0.03137
C -8.95914 6.46699 -0.20268
C -10.31705 5.87983 0.17491
O -10.71201 4.77300 -0.61575
C -10.22579 3.51613 -0.17993
H -6.63507 1.51538 -0.16161
H -6.60193 3.13266 -0.88038
H -5.21554 2.55020 0.08845
H -5.52641 4.57719 1.07397
H -6.20623 4.19839 2.65641
H -7.19792 6.26748 1.94292
H -8.42265 4.98165 1.94061
H -7.88405 4.77588 -0.47101
H -8.98043 6.68669 -1.27325
H -8.82977 7.42483 0.31124
H -11.06563 6.65475 -0.01408
H -10.39393 5.64257 1.24244
H -10.11113 3.47169 0.90585
H -9.27638 3.27437 -0.66536
H -10.94717 2.75646 -0.48331
*
```

Results
energy above the lowest of the compared OMol25 structures with the same formula, charge and spin: 0.000 eV
LUMO: -0.793 eV
SMILES: C=C[N@+]1([PH2]=N)[C@](C(=O)[O-])([C@H](Br)[C@@H](C)Br)[C@@H](CCF)[C@@]([C@@H](C)CCC)(P(C)CC)[C@]1(B(O)OC)P(O)Br.COCCNCCOC.COCCNCCOC
HOMO-LUMO gap: 6.719 eV
electronic energy: -301124.475 eV


# 3
Molecular formula: C33H70N2O11
Method: DFT, wB97M-V/def2-TZVPD

The geometry in ORCA input format:
```
! wB97M-V def2-TZVPD RIJCOSX def2/J DEFGRID3
* xyz 0 1
C -3.79392 2.70437 1.97361
N -2.52160 3.13328 1.31126
C -2.73520 4.48890 0.76542
C -1.55119 3.11954 2.52883
C -2.22650 2.10724 0.27798
C -0.87367 2.33400 -0.46674
O -0.61097 1.25240 -1.32698
H -3.69886 1.77509 2.48659
H -4.39451 2.40114 1.22843
H -4.16495 3.34917 2.49095
H -1.68333 4.87327 0.65331
H -3.28309 5.16232 1.48477
H -3.22983 4.53463 -0.29345
H -1.83723 3.87743 3.36647
H -0.43216 3.47374 2.12274
H -1.26113 2.13571 2.95164
H -3.10584 1.80671 -0.49389
H -2.01862 1.09982 0.96446
H -0.24145 2.43766 0.26763
H -0.91671 3.20905 -0.92317
H -0.57045 0.58712 -0.77300
N 0.33341 -0.67172 0.83158
O 0.17142 0.13375 1.82689
O -0.54308 -1.42903 0.54115
O 1.38261 -0.65949 0.29219
C 3.74592 2.68390 -2.48107
C 2.68409 1.62691 -2.68001
C 2.89628 1.01247 -4.07915
O 3.95008 1.86306 -4.64916
C 4.70817 2.32971 -3.73481
H 4.24405 2.49030 -1.49365
H 3.37137 3.74819 -2.57717
H 1.54995 2.03392 -2.53994
H 2.61193 0.65928 -1.97145
H 2.01644 1.13215 -4.74348
H 3.24118 -0.11761 -4.10023
H 5.33018 3.00495 -4.16535
H 5.35090 1.72650 -3.24474
C 3.79229 4.60548 2.29612
C 3.65040 3.12001 1.83172
C 2.37344 3.10030 1.09898
O 1.65693 4.22570 1.68604
C 2.62315 5.19270 1.65049
H 4.58885 5.25058 1.84400
H 3.78338 4.55773 3.30245
H 3.53214 2.62447 2.76159
H 4.43317 2.77523 1.04080
H 1.88694 2.13916 1.00300
H 2.61537 3.31582 0.16046
H 2.17832 5.92468 1.95702
H 2.70454 5.67335 0.57232
C -5.70467 -1.71639 -0.37344
C -4.11493 -1.70139 -0.70982
C -4.04280 -0.61306 -1.59971
O -4.83483 0.33275 -0.99642
C -6.08161 -0.35636 -0.63500
H -5.85988 -2.21007 0.72090
H -5.98105 -2.57661 -1.12816
H -3.52036 -2.57237 -1.02888
H -3.45861 -1.47182 0.05447
H -4.47395 -0.89468 -2.72333
H -3.04902 -0.21612 -1.81618
H -6.74304 -0.16968 -1.28541
H -6.39429 -0.04536 0.25240
C 1.55817 -3.47442 -1.33618
C 2.33245 -4.75097 -0.89985
C 3.73538 -4.46019 -1.44131
O 3.89364 -3.05436 -1.17677
C 2.64211 -2.40492 -1.60500
H 0.75617 -3.12529 -0.59499
H 1.24796 -3.46303 -2.27048
H 1.80252 -5.71441 -1.36273
H 2.57897 -4.86757 0.17647
H 3.75680 -4.59365 -2.66222
H 4.54494 -5.04424 -1.21060
H 2.61157 -2.13265 -2.75482
H 2.54683 -1.39957 -1.00108
C -0.33675 -1.67283 -5.27500
C 0.18075 -1.34442 -3.85619
C -0.79407 -2.14447 -2.97115
O -1.95481 -2.10818 -3.72340
C -1.72033 -2.06772 -5.19812
H 0.14649 -2.37436 -5.82055
H -0.32974 -0.53970 -5.79316
H -0.08492 -0.32221 -3.56654
H 1.05433 -1.53120 -3.90458
H -0.99187 -2.06946 -1.82464
H -0.52988 -3.24486 -3.02511
H -2.63974 -1.52161 -5.46833
H -1.79474 -2.94053 -5.55275
C -3.02842 -2.37156 3.31053
C -4.50034 -2.27138 3.72699
C -4.66395 -0.75459 3.88212
O -3.35780 -0.19864 4.15849
C -2.48516 -1.00851 3.32651
H -3.22248 -2.69435 2.21917
H -2.62787 -2.91244 4.12024
H -4.42052 -2.55538 4.69293
H -5.22932 -2.82373 3.10338
H -5.48512 -0.55404 4.55183
H -4.90034 -0.62309 2.89684
H -1.60293 -1.06294 3.73990
H -2.49208 -0.62811 2.38580
C 3.11971 -3.08023 2.90679
C 2.86053 -1.70498 3.54053
C 4.01793 -0.71434 3.04172
O 4.89817 -1.71189 2.57217
C 4.24983 -2.71208 1.81645
H 2.33997 -3.73193 2.73338
H 3.52272 -3.61687 3.45384
H 2.72807 -1.69619 4.51183
H 1.86657 -1.45115 3.21146
H 4.42487 -0.30652 3.97287
H 3.82608 -0.19433 2.15553
H 4.80554 -3.72202 1.66008
H 3.69051 -2.25578 0.86281
*
```

Results
energy above the lowest of the compared OMol25 structures with the same formula, charge and spin: 7.246 eV
LUMO: -0.011 eV
HOMO-LUMO gap: 8.363 eV
electronic energy: -60831.391 eV


# 4
Molecular formula: C33H71AsF6HgN2O13S5
Method: DFT, wB97M-V/def2-TZVPD

The geometry in ORCA input format:
```
! wB97M-V def2-TZVPD RIJCOSX def2/J DEFGRID3
* xyz 0 1
Hg -2.75800 -1.89434 1.53955
O -2.71848 -2.87928 -2.95503
C -3.35604 -3.13784 -1.82084
O -3.04659 -2.58013 -0.73882
O -4.50761 -3.65966 -1.83337
H -2.38165 -2.21981 -2.34410
As 0.12054 -0.16617 -0.34919
F 0.80038 -1.81230 -0.33187
F -0.98295 -0.40644 -1.75522
F -0.40903 1.53629 -0.27037
F 1.17770 0.19949 1.05342
F 1.39868 0.19825 -1.55674
F -1.12242 -0.54927 0.89870
C 3.40483 1.20937 -6.94330
C 2.45443 0.14713 -6.42547
N 1.01676 0.44173 -6.62526
C 0.54272 1.60629 -5.97438
C -0.82793 2.03434 -6.35024
C 0.13196 -0.72984 -6.73400
C -0.04453 -1.32164 -5.24682
H 3.57882 0.97515 -7.99352
H 4.27941 1.06161 -6.30976
H 3.14773 2.26779 -6.90137
H 2.79668 -0.78573 -6.87351
H 2.52397 0.18762 -5.33845
H 0.57692 1.49696 -4.89042
H 1.19656 2.44159 -6.22516
H -1.64516 1.35122 -6.11876
H -1.25841 2.89714 -5.84195
H -0.75323 2.38723 -7.37883
H 0.69885 -1.42587 -7.35228
H -0.76888 -0.51962 -7.31054
H 0.90653 -1.28232 -4.71574
H -0.39644 -2.34372 -5.38684
H -0.77009 -0.81685 -4.60897
C 6.11922 -0.61446 1.34732
C 4.71298 -0.62532 1.99686
N 4.61109 0.10276 3.26621
C 5.61000 -0.24086 4.24007
C 5.14158 -0.02039 5.67198
C 4.56664 1.52539 3.06991
C 3.33808 2.08127 2.31951
H 6.85018 -1.33017 1.72357
H 6.55456 0.36612 1.53975
H 5.98880 -0.86394 0.29430
H 3.91613 -0.42534 1.28051
H 4.63305 -1.70911 2.08104
H 5.73101 -1.30292 4.02683
H 6.58698 0.20902 4.06343
H 4.10681 -0.34960 5.57736
H 5.52280 -0.73392 6.40248
H 5.11172 1.00785 6.03245
H 5.41186 2.09731 2.68702
H 4.48871 2.01691 4.03967
H 3.21771 3.16238 2.25011
H 2.70769 1.58326 3.05620
H 3.14723 1.62668 1.34740
C -5.85883 2.03921 -3.26488
C -4.56444 1.54035 -3.91513
C -3.73195 0.60141 -3.06072
S -4.69223 0.23828 -1.53298
O -3.90680 0.23982 -0.29282
O -5.65983 -0.81302 -1.76603
C -5.72739 1.86138 -1.72829
H -6.60190 1.30108 -3.56671
H -6.07505 3.08150 -3.49938
H -4.08880 2.43474 -4.31756
H -4.88982 0.97349 -4.78741
H -2.76910 1.03198 -2.78571
H -3.42328 -0.35006 -3.49375
H -5.06885 2.53408 -1.17883
H -6.61139 1.70471 -1.11016
C 1.25001 -3.53816 5.31076
C 0.02196 -3.69815 6.36092
C -1.21476 -3.29333 5.62000
S -0.71813 -1.79267 4.66467
O -1.13905 -0.54799 5.35603
O -1.13353 -2.01617 3.27619
C 1.17626 -2.15645 4.79344
H 1.06189 -4.41202 4.68700
H 2.11062 -3.61379 5.97539
H 0.25377 -3.15682 7.27816
H -0.07498 -4.77153 6.52385
H -2.11205 -2.98525 6.15671
H -1.73095 -3.98586 4.95514
H 1.76606 -1.38180 5.28350
H 1.39260 -2.00501 3.73591
C 0.41707 -5.59398 -1.65858
C -0.73633 -6.22236 -0.91747
C -0.06049 -7.29493 -0.06078
S 1.27126 -6.43506 0.77988
O 2.54643 -7.18104 0.56094
O 0.82095 -5.88498 2.01890
C 1.26977 -5.08359 -0.47643
H 0.12944 -4.74206 -2.27471
H 1.01065 -6.33696 -2.19124
H -1.29895 -6.78033 -1.66596
H -1.52043 -5.58353 -0.51105
H 0.45940 -7.82991 -0.85551
H -0.66509 -7.94699 0.56960
H 2.33247 -4.89928 -0.63395
H 0.88019 -4.17293 -0.02144
C -1.92408 4.32198 -0.48979
C -1.24414 5.31323 0.47528
C 0.04225 5.68208 -0.34828
S -0.34894 5.81611 -2.16008
O 0.51626 4.96763 -3.00420
O -0.61143 7.27745 -2.48995
C -1.98155 4.98700 -1.92331
H -2.90772 4.02660 -0.12471
H -1.45408 3.33936 -0.44906
H -1.06732 4.80189 1.42152
H -1.94064 6.10515 0.75071
H 0.84513 4.94531 -0.37375
H 0.53941 6.62149 -0.10650
H -2.22595 4.37960 -2.79476
H -2.62461 5.86321 -1.84084
C -0.84885 3.33265 4.37756
C -1.94654 2.76378 5.27860
C -3.16071 2.17151 4.53603
S -2.64675 1.85182 2.83335
O -3.23677 2.88967 1.95213
O -2.74378 0.36439 2.60879
C -0.80963 2.33453 3.19959
H 0.07694 3.38116 4.95083
H -1.18143 4.32565 4.07516
H -2.48461 3.52191 5.84766
H -1.55055 1.93647 5.86753
H -3.95061 2.92112 4.48890
H -3.56507 1.24953 4.95382
H -0.34852 2.54620 2.23489
H -0.39291 1.41424 3.60886
*
```

Results
LUMO: -3.650 eV
HOMO-LUMO gap: 3.423 eV
electronic energy: -200456.839 eV